Entry from OMol25: C38H31FN5O3STa as an isolated structure (the ωB97M-V functional and the def2-TZVPD basis).

Each line ends with the Mulliken charge.
Positions of all 80 atoms, in Å:
Ta -0.656 0.544 1.002  1.5472
O 1.817 3.734 1.854  -0.6152
C 0.880 2.981 1.851  0.3533
N 0.916 1.595 1.763  0.5793
C 2.093 0.848 2.028  0.1200
C 3.380 1.348 2.185  -0.6835
C 4.410 0.449 2.426  -0.8213
C 4.164 -0.914 2.512  -0.8407
C 2.875 -1.415 2.388  -0.6350
C 1.836 -0.524 2.164  0.5215
N 0.454 -0.843 2.049  0.6417
C -0.096 -1.933 2.677  0.3081
O 0.475 -2.875 3.165  -0.6452
C -1.597 -1.795 2.773  0.5309
C -2.361 -2.781 3.356  -0.7848
C -3.740 -2.622 3.392  -0.4155
C -4.298 -1.496 2.807  -1.3143
C -3.464 -0.556 2.234  -0.1454
N -2.131 -0.675 2.251  -0.0740
C -0.527 3.452 2.035  0.4264
C -0.816 4.783 2.237  -0.7037
C -2.134 5.140 2.481  -0.3980
C -3.097 4.143 2.499  -0.9427
C -2.722 2.836 2.254  0.2801
N -1.452 2.479 2.038  -0.2075
H 3.574 2.404 2.096  0.5989
H 5.418 0.822 2.549  0.4608
H 4.982 -1.597 2.698  0.4806
H 2.678 -2.471 2.486  0.5932
H -1.859 -3.646 3.767  0.5663
H -4.368 -3.374 3.851  0.4911
H -5.368 -1.346 2.779  0.4747
H -3.875 0.293 1.706  0.7260
H -0.005 5.497 2.217  0.5402
H -2.403 6.172 2.658  0.4881
H -4.135 4.368 2.695  0.4497
H -3.466 2.058 2.250  0.2012
C -0.186 -2.973 -0.625  -0.8259
C -1.473 -2.215 -0.681  0.6875
O -1.554 -1.100 -0.138  -0.2913
C -2.650 -2.750 -1.350  0.4572
C -3.714 -1.887 -1.645  -0.2057
C -4.843 -2.378 -2.269  -0.8098
C -4.926 -3.731 -2.585  -0.3808
C -3.875 -4.593 -2.293  -0.8990
C -2.732 -4.104 -1.688  -0.3668
H 0.601 -2.338 -0.227  -0.3348
H 0.088 -3.345 -1.613  0.5691
H -0.301 -3.843 0.029  0.4724
H -3.625 -0.835 -1.404  0.4460
H -5.658 -1.714 -2.521  0.4390
H -5.813 -4.115 -3.071  0.4306
H -3.948 -5.642 -2.546  0.4324
H -1.914 -4.778 -1.470  0.4081
N 0.519 0.376 -0.711  -0.7620
S 2.135 0.438 -0.954  0.8576
C 2.366 -0.476 -2.451  0.4751
C 2.952 -1.729 -2.318  -0.4610
C 3.125 -2.505 -3.454  -0.7183
C 2.717 -2.023 -4.690  -0.5147
C 2.140 -0.762 -4.807  -0.7789
C 1.964 0.026 -3.682  -0.4561
C 2.510 2.115 -1.413  0.4171
C 1.507 3.053 -1.604  -0.1527
C 1.870 4.354 -1.920  -0.7964
C 3.211 4.695 -2.034  -0.5720
C 4.202 3.743 -1.832  -0.7533
C 3.856 2.440 -1.511  -0.5554
H -0.003 0.399 -1.584  0.4915
H 3.275 -2.082 -1.345  0.5576
H 3.590 -3.479 -3.375  0.4513
H 2.864 -2.627 -5.576  0.4430
H 1.843 -0.389 -5.777  0.4461
H 1.547 1.023 -3.765  0.4672
H 0.464 2.781 -1.508  0.4659
H 1.104 5.101 -2.078  0.4877
H 3.487 5.712 -2.278  0.4415
H 5.244 4.016 -1.916  0.4583
H 4.621 1.692 -1.336  0.4450
F -1.966 1.366 -0.160  -0.7648

Calculated values
Multiplicity = 1
Total charge = +2
Strongest force on any atom = 0.673 eV/Å
Energy = -68598.684 eV
Energy relative to the best compared isomer or geometry (same formula, charge and spin) = 0.77 kcal/mol
LUMO = -6.44 eV

Entry from OMol25: a 14-piece molecular cluster, C33H95ClO14P overall at a distorted geometry (the ωB97M-V functional and the def2-TZVPD basis).

Each line ends with the Mulliken charge.
Positions of all 144 atoms, in Å:
C 2.528 -1.953 -1.412  -1.0127
C 2.947 -0.428 -1.472  0.6953
O 2.277 0.273 -2.527  -0.4927
C 1.281 1.138 -2.006  -0.4980
C 0.079 0.245 -1.538  -0.0148
P -1.598 0.913 -1.933  0.2236
C -2.781 -0.519 -1.754  -0.5681
C -4.272 -0.058 -1.692  -0.5713
C -5.199 -1.296 -1.868  -0.1658
Cl -5.947 -1.385 -3.507  -0.2134
H 1.820 -2.059 -0.569  0.1276
H 3.399 -2.603 -1.307  0.0648
H 1.956 -2.125 -2.338  0.4338
H 4.025 -0.416 -1.713  0.2264
H 2.849 0.071 -0.490  -0.3223
H 1.685 1.708 -1.151  0.2156
H 1.010 1.860 -2.791  0.4750
H 0.214 0.016 -0.469  0.1139
H 0.171 -0.707 -2.091  0.1796
H -1.701 1.349 -3.289  0.1136
H -2.029 1.945 -1.057  0.1595
H -2.559 -1.039 -0.804  0.1982
H -2.565 -1.235 -2.563  0.5392
H -4.411 0.688 -2.494  0.3899
H -4.456 0.431 -0.724  0.2648
H -4.569 -2.186 -1.708  0.3747
H -5.956 -1.316 -1.072  0.0730
C 5.444 -4.946 0.682  -1.0563
C 5.943 -3.548 0.381  -0.0473
O 5.079 -2.576 0.963  -0.2423
H 4.428 -5.079 0.303  0.2307
H 6.088 -5.703 0.232  0.4021
H 5.411 -5.109 1.760  0.2258
H 5.960 -3.362 -0.694  -0.0714
H 6.955 -3.405 0.770  0.4420
H 5.067 -2.730 1.913  0.1120
C 2.400 -3.576 5.292  -1.1831
C 3.434 -3.284 4.223  -0.0579
O 4.097 -4.477 3.800  -0.4983
H 2.867 -4.050 6.158  0.3542
H 1.906 -2.660 5.614  0.2945
H 1.643 -4.268 4.917  0.3081
H 4.199 -2.607 4.609  0.3406
H 2.963 -2.815 3.353  0.1579
H 3.430 -5.072 3.449  0.3176
C -1.982 0.656 -7.492  -1.0500
C -1.472 0.141 -6.164  -0.2997
O -2.244 0.693 -5.087  -0.3587
H -1.929 1.746 -7.524  0.2330
H -1.399 0.253 -8.321  0.3932
H -3.029 0.380 -7.631  0.2692
H -0.433 0.433 -6.009  0.3175
H -1.533 -0.950 -6.123  0.3123
H -3.162 0.430 -5.222  0.1735
C -8.233 0.986 1.815  -1.2267
C -7.561 0.542 0.531  0.3953
O -7.357 -0.871 0.529  -0.5680
H -7.626 0.709 2.679  0.3311
H -8.385 2.067 1.824  0.3522
H -9.202 0.496 1.931  0.3021
H -6.584 1.019 0.428  0.2670
H -8.169 0.810 -0.336  -0.1901
H -8.220 -1.286 0.609  0.3029
C 5.204 1.657 1.639  -0.7597
C 5.875 1.290 0.332  -0.0903
O 6.149 -0.104 0.302  -0.5059
H 5.837 1.393 2.489  0.3505
H 4.985 2.727 1.682  0.3571
H 4.270 1.102 1.748  0.0393
H 6.818 1.820 0.218  0.3182
H 5.232 1.545 -0.520  0.1382
H 5.310 -0.568 0.399  0.1679
C -1.270 -1.907 1.727  -0.6509
C -0.937 -2.340 3.138  -0.3934
O 0.387 -1.938 3.472  -0.3117
H -0.562 -2.342 1.017  0.1448
H -2.282 -2.215 1.451  0.3610
H -1.194 -0.818 1.631  0.1753
H -0.991 -3.424 3.224  0.3084
H -1.636 -1.903 3.859  0.1955
H 0.423 -0.978 3.404  0.1075
C 1.848 2.936 3.551  -1.4598
C 1.705 1.756 2.611  0.4352
O 0.360 1.659 2.121  -0.4630
H 1.167 2.840 4.392  0.3716
H 2.866 3.013 3.932  0.3434
H 1.595 3.869 3.038  0.3641
H 1.939 0.825 3.130  0.2773
H 2.383 1.855 1.759  -0.1971
H 0.164 2.477 1.661  0.3235
C -4.744 3.886 -6.668  -0.9254
C -5.297 2.875 -7.655  -0.2837
O -5.468 1.600 -7.036  -0.4600
H -3.785 3.545 -6.271  0.1572
H -4.603 4.859 -7.140  0.3427
H -5.421 4.006 -5.818  0.3405
H -4.611 2.743 -8.491  0.2797
H -6.261 3.209 -8.051  0.3110
H -6.082 1.711 -6.307  0.2515
C -11.003 1.272 -3.430  -1.1822
C -9.919 0.532 -2.670  -0.0158
O -10.274 0.380 -1.296  -0.5260
H -11.174 2.256 -2.990  0.3105
H -10.729 1.399 -4.479  0.3245
H -11.949 0.728 -3.380  0.3426
H -8.981 1.088 -2.705  0.2353
H -9.748 -0.458 -3.105  0.2270
H -11.094 -0.118 -1.261  0.2885
C -4.266 -4.182 5.712  -0.9440
C -4.664 -4.469 4.276  -0.2082
O -3.619 -5.151 3.585  -0.5043
H -3.358 -3.577 5.743  0.2074
H -5.060 -3.651 6.240  0.3237
H -4.052 -5.111 6.247  0.3293
H -4.857 -3.539 3.741  0.2203
H -5.571 -5.081 4.241  0.3042
H -3.454 -5.976 4.048  0.2887
C 7.911 5.634 -0.119  -1.1887
C 6.781 4.639 0.063  0.1235
O 5.606 5.288 0.548  -0.5310
H 8.136 6.131 0.826  0.3072
H 8.814 5.140 -0.481  0.3254
H 7.629 6.412 -0.832  0.3540
H 7.060 3.879 0.791  0.1287
H 6.543 4.141 -0.883  0.2171
H 5.354 5.953 -0.098  0.2915
C 7.333 -3.222 -3.698  -0.7955
C 7.825 -1.815 -3.976  -0.2415
O 6.965 -0.846 -3.376  -0.4629
H 6.319 -3.355 -4.080  0.2468
H 7.983 -3.967 -4.161  0.3732
H 7.299 -3.408 -2.621  0.1019
H 7.839 -1.621 -5.049  0.2870
H 8.839 -1.675 -3.588  0.2773
H 6.961 -1.004 -2.427  0.2281
C 3.733 3.894 7.967  -1.0430
C 2.278 4.128 7.607  -0.2559
O 1.875 3.275 6.535  -0.4378
H 4.374 4.073 7.102  0.2553
H 4.047 4.552 8.779  0.3528
H 3.893 2.858 8.276  0.3364
H 2.127 5.156 7.280  0.2915
H 1.632 3.944 8.471  0.2369
H 1.997 2.368 6.827  0.2452

Calculated values
Multiplicity = 1
Total charge = +1
Strongest force on any atom = 2.009 eV/Å
Energy = -86227.911 eV
LUMO = -2.18 eV

| no. | Kohn-Sham gap (eV) |
| --- | --- |
| 1 | 6.87 |
| 2 | 9.33 |